[1]
{
  "formula": "C18H15F3In",
  "method": "ωB97M-V/def2-TZVPD",
  "total_charge": 3,
  "de_lowest_kj_mol": 30.35,
  "multiplicity": 1,
  "total_energy_ev": -32202.142,
  "homo_ev": -16.30,
  "species": ["In", "F", "C", "C", "C", "C", "C", "C", "H", "H", "H", "H", "H", "F", "C", "C", "C", "C", "C", "C", "H", "H", "H", "H", "H", "F", "C", "C", "C", "C", "C", "C", "H", "H", "H", "H", "H"],
  "xyz": [[0.226, 0.696, -0.339], [-2.659, 1.904, 0.115], [-3.770, 2.645, 0.108], [-3.887, 3.712, 1.002], [-5.000, 4.515, 0.921], [-6.040, 4.173, 0.034], [-5.931, 3.060, -0.846], [-4.792, 2.311, -0.807], [-3.070, 3.998, 1.653], [-5.080, 5.388, 1.553], [-6.939, 4.778, 0.072], [-6.732, 2.834, -1.534], [-4.660, 1.449, -1.449], [2.682, 0.739, 1.594], [3.699, 0.661, 2.470], [4.667, -0.324, 2.315], [5.727, -0.335, 3.184], [5.812, 0.648, 4.201], [4.820, 1.647, 4.337], [3.765, 1.655, 3.472], [4.535, -1.086, 1.557], [6.532, -1.049, 3.076], [6.659, 0.623, 4.874], [4.928, 2.387, 5.118], [2.938, 2.354, 3.507], [0.212, -1.897, -1.825], [0.217, -3.032, -2.549], [-0.581, -4.110, -2.144], [-0.639, -5.231, -2.946], [0.031, -5.232, -4.171], [0.849, -4.147, -4.571], [0.958, -3.066, -3.732], [-1.129, -4.108, -1.211], [-1.261, -6.075, -2.685], [-0.036, -6.106, -4.808], [1.329, -4.124, -5.539], [1.618, -2.254, -4.009]],
  "forces_ev_per_angstrom": [[0.023, 0.008, -0.029], [-0.014, 0.037, 0.007], [-0.721, 0.122, -0.043], [0.423, 0.709, -0.049], [0.225, -0.478, 0.078], [-0.248, -0.032, -0.060], [0.006, 0.621, 0.424], [0.344, -0.522, -0.165], [-0.003, -0.262, 0.054], [-0.090, -0.003, 0.004], [-0.046, -0.094, -0.254], [-0.020, -0.058, 0.016], [0.013, 0.040, -0.009], [0.090, -0.208, 0.162], [0.365, 0.519, 0.315], [-0.187, -0.637, -0.243], [0.076, 0.293, 0.005], [-0.026, 0.017, -0.115], [0.308, -0.171, 0.087], [-0.616, -0.096, -0.313], [0.158, 0.106, -0.072], [-0.107, -0.125, 0.038], [-0.036, 0.072, 0.049], [-0.127, 0.034, -0.009], [0.211, 0.194, 0.186], [0.118, -0.097, 0.147], [-0.189, -0.508, -0.512], [-0.194, -0.446, 0.427], [-0.205, 0.522, 0.017], [0.490, -0.325, -0.523], [-0.501, 0.107, 0.445], [0.492, 0.385, -0.350], [0.043, 0.269, -0.012], [0.060, -0.003, 0.161], [-0.060, 0.068, -0.033], [0.141, -0.207, 0.051], [-0.197, 0.148, 0.118]],
  "lowdin_charge": [1.17, 0.01, -0.20, 0.04, 0.01, 0.07, 0.01, 0.04, 0.14, 0.14, 0.14, 0.14, 0.14, -0.01, -0.20, 0.03, 0.01, 0.06, 0.00, 0.04, 0.14, 0.14, 0.14, 0.14, 0.14, -0.04, -0.20, 0.04, -0.01, 0.04, 0.01, 0.02, 0.14, 0.14, 0.14, 0.14, 0.14]
}

---

[2]
{
  "formula": "C18H15F3IrN3",
  "method": "ωB97M-V/def2-TZVPD",
  "total_charge": 2,
  "multiplicity": 1,
  "total_energy_ev": -34357.576,
  "homo_ev": -15.81,
  "species": ["Ir", "C", "C", "C", "C", "C", "C", "N", "C", "C", "C", "C", "C", "N", "C", "C", "C", "C", "C", "C", "N", "H", "H", "H", "H", "H", "H", "H", "H", "H", "H", "H", "H", "H", "H", "H", "F", "C", "F", "F"],
  "xyz": [[0.133, 0.044, 0.460], [-0.989, 2.308, 2.637], [-1.958, 2.011, 1.540], [-3.138, 2.742, 1.388], [-3.980, 2.480, 0.331], [-3.669, 1.453, -0.564], [-2.517, 0.741, -0.359], [-1.667, 1.034, 0.674], [-2.066, -0.379, -1.221], [-2.816, -1.083, -2.142], [-2.221, -2.137, -2.825], [-0.896, -2.485, -2.583], [-0.177, -1.760, -1.654], [-0.786, -0.745, -1.012], [1.218, -2.004, -1.210], [2.108, -2.794, -1.887], [3.387, -2.963, -1.349], [3.710, -2.352, -0.160], [2.781, -1.532, 0.485], [3.121, -0.836, 1.761], [1.564, -1.361, -0.047], [-1.510, 2.400, 3.590], [-0.476, 3.252, 2.447], [-0.241, 1.520, 2.747], [-3.369, 3.521, 2.101], [-4.878, 3.065, 0.191], [-4.314, 1.234, -1.402], [-3.852, -0.826, -2.311], [-2.801, -2.707, -3.539], [-0.439, -3.319, -3.096], [1.831, -3.266, -2.818], [4.114, -3.575, -1.865], [4.686, -2.490, 0.286], [3.573, -1.538, 2.461], [2.239, -0.411, 2.245], [3.840, -0.035, 1.583], [1.923, 1.302, -1.279], [1.101, 1.575, -0.277], [0.347, 2.612, -0.625], [1.832, 1.932, 0.813]],
  "forces_ev_per_angstrom": [[-0.101, -0.545, 1.255], [0.000, -0.002, -0.014], [-0.025, -0.093, -0.034], [-0.089, -0.025, -0.018], [0.001, 0.023, 0.025], [-0.028, -0.041, 0.068], [0.163, -0.058, 0.107], [0.089, 0.395, -0.445], [-0.014, 0.117, 0.094], [-0.005, 0.028, -0.112], [0.023, 0.025, 0.042], [0.003, 0.024, -0.108], [0.148, 0.006, 0.061], [-0.287, -0.281, -0.299], [-0.061, 0.119, 0.174], [-0.026, -0.043, 0.056], [0.033, -0.004, 0.025], [0.001, -0.085, -0.040], [-0.117, -0.055, -0.016], [-0.013, 0.016, -0.011], [0.221, 0.271, -0.548], [-0.005, 0.008, -0.003], [0.012, -0.010, -0.009], [0.014, -0.002, 0.005], [0.021, 0.012, -0.010], [-0.005, -0.012, 0.009], [-0.013, 0.001, 0.018], [0.006, -0.024, -0.022], [0.004, 0.007, -0.005], [-0.031, 0.001, -0.011], [0.008, -0.018, 0.015], [-0.005, -0.004, 0.005], [0.003, 0.025, -0.004], [0.007, 0.000, -0.007], [-0.015, 0.014, 0.006], [-0.009, 0.012, -0.004], [0.064, -0.033, 0.006], [-0.046, 0.219, -0.286], [0.002, -0.028, -0.021], [0.070, 0.040, 0.054]],
  "lowdin_charge": [1.42, 0.00, -0.27, 0.04, 0.02, 0.04, -0.17, -0.03, -0.14, 0.05, 0.04, 0.05, -0.14, -0.03, -0.17, 0.04, 0.02, 0.04, -0.27, 0.00, -0.02, 0.11, 0.11, 0.06, 0.14, 0.14, 0.13, 0.14, 0.14, 0.14, 0.13, 0.14, 0.14, 0.11, 0.06, 0.11, 0.14, -0.68, 0.14, 0.09]
}

---

[3]
{
  "formula": "C18H15N3O3S2",
  "method": "ωB97M-V/def2-TZVPD",
  "de_lowest_kj_mol": 78.22,
  "multiplicity": 1,
  "total_energy_ev": -51193.002,
  "homo_ev": -7.87,
  "species": ["C", "C", "C", "C", "C", "C", "C", "C", "N", "S", "C", "N", "S", "C", "H", "H", "C", "O", "N", "C", "C", "C", "C", "C", "C", "H", "O", "C", "O", "H", "H", "H", "H", "H", "H", "H", "H", "H", "H", "H", "H"],
  "xyz": [[1.073, -2.825, -1.459], [1.523, -1.853, -2.500], [2.847, -1.876, -2.923], [3.319, -1.017, -3.897], [2.459, -0.102, -4.485], [1.142, -0.056, -4.082], [0.661, -0.917, -3.092], [-0.744, -0.794, -2.735], [-1.567, -0.100, -3.491], [-3.074, -0.102, -2.882], [-2.532, -1.096, -1.543], [-1.274, -1.367, -1.624], [-3.567, -1.647, -0.270], [-2.302, -2.382, 0.812], [-1.761, -3.144, 0.253], [-2.851, -2.846, 1.633], [-1.301, -1.368, 1.368], [-0.136, -1.661, 1.493], [-1.876, -0.195, 1.724], [-1.293, 0.938, 2.304], [-2.122, 2.030, 2.543], [-1.644, 3.195, 3.134], [-0.313, 3.223, 3.474], [0.520, 2.129, 3.231], [0.064, 0.974, 2.648], [0.711, 0.136, 2.464], [1.784, 2.419, 3.664], [1.724, 3.727, 4.192], [0.409, 4.225, 4.066], [2.011, 3.709, 5.256], [2.420, 4.380, 3.640], [-2.287, 4.038, 3.318], [-3.164, 1.976, 2.266], [-2.866, -0.102, 1.529], [0.453, 0.648, -4.524], [2.816, 0.570, -5.251], [4.354, -1.063, -4.202], [3.522, -2.591, -2.475], [1.854, -3.553, -1.257], [0.831, -2.308, -0.531], [0.177, -3.349, -1.787]],
  "forces_ev_per_angstrom": [[0.065, -0.109, 0.185], [-0.079, 0.118, -0.158], [0.074, 0.025, -0.036], [-0.003, 0.015, -0.010], [0.053, 0.025, -0.044], [-0.021, -0.070, 0.101], [0.719, 0.030, -0.229], [-0.894, 0.562, -0.565], [0.476, 0.144, -0.548], [0.387, -0.612, 0.879], [-0.505, 0.469, -0.518], [-0.166, -0.217, 0.593], [-0.313, -0.384, 0.354], [-0.081, 0.063, -0.341], [0.034, 0.096, 0.135], [-0.011, -0.008, -0.027], [-0.424, -0.197, -0.160], [0.329, -0.051, 0.196], [-0.406, 0.109, 0.013], [0.154, 0.343, 0.192], [0.056, -0.212, -0.079], [0.389, 0.133, 0.150], [0.206, -0.558, -0.175], [-0.645, 0.480, 0.044], [0.317, 0.081, 0.108], [0.039, -0.077, -0.019], [-0.144, -0.433, -0.226], [0.925, 0.651, 0.508], [-0.410, 0.059, -0.091], [-0.127, -0.057, -0.239], [-0.202, -0.178, 0.054], [-0.099, 0.114, 0.022], [-0.123, -0.031, -0.042], [0.273, -0.089, -0.049], [-0.015, 0.060, -0.044], [0.023, 0.061, -0.058], [0.083, -0.007, -0.018], [0.031, -0.077, 0.048], [0.081, -0.045, -0.025], [-0.046, -0.133, 0.028], [-0.002, -0.093, 0.088]],
  "lowdin_charge": [-0.05, -0.20, -0.05, -0.08, -0.08, -0.03, -0.12, -0.40, -0.27, 1.00, -0.91, 0.06, 0.93, -0.34, 0.08, 0.09, -0.53, 0.07, 0.11, -0.21, -0.03, 0.01, -0.21, -0.19, 0.09, 0.12, 0.04, -0.16, 0.03, 0.14, 0.14, 0.12, 0.11, 0.10, 0.10, 0.10, 0.10, 0.11, 0.08, 0.06, 0.08]
}

---

HOMO-LUMO gap for the records above, in order: 1.457; 7.787; 8.074 eV